ORCA calculation (wB97M-V/def2-TZVPD) on 12 unconnected molecules or ions with the total composition H24O12 at a distorted geometry.

Last column: Löwdin charge in e.
Geometry (Å):
O 2.386629 1.310227 -0.511396  0.090
H 3.131824 -1.173138 0.903192  -0.010
O 0.338188 -1.071496 0.469533  -0.013
H 0.952646 1.004064 3.238069  0.061
O 1.288963 0.101050 -2.517435  -0.194
O 0.756934 -3.319610 -0.853792  -0.108
H 0.034181 4.023090 -0.279712  0.065
H -4.656274 1.945638 1.328564  0.146
H 0.725466 0.582170 -1.785085  0.057
H -2.798324 -1.560540 -2.202557  0.004
O -2.454395 -2.351172 -2.553142  -0.010
H 2.060852 -0.825006 2.481509  0.000
H -2.132350 0.878334 -4.265166  -0.074
H 2.807993 -0.255634 3.651453  -0.039
H 2.439663 0.947164 0.295496  -0.015
H -0.545422 -1.328082 0.603325  0.029
H 1.678174 -3.624972 -1.141868  0.079
H 2.802803 2.026426 -0.479237  -0.052
H -3.259952 1.380458 1.773337  -0.144
H -1.378172 4.087902 -0.379900  -0.098
O 0.321712 1.725152 2.832154  -0.098
H -0.488926 1.231624 2.678930  0.009
H 2.188854 0.734104 -2.418831  0.122
H -2.479673 -2.225890 3.108367  0.058
H -0.902078 0.536958 -5.057427  0.103
O 2.651896 -0.224812 2.818100  0.081
O -3.688656 2.088382 1.770429  -0.011
H 0.860193 -2.825014 -0.016455  -0.004
H 3.966843 -1.038113 -0.513699  0.126
O -0.718427 4.498500 -0.698753  0.029
O -1.415389 1.279956 -4.563659  -0.033
O 3.575216 -1.727352 0.211880  -0.123
O -3.019938 -1.562676 2.607129  -0.087
H -1.542017 -2.315304 -2.707936  -0.001
H -3.916563 -1.956315 2.637858  0.049
H 0.427509 -0.996076 -0.463284  0.004

Force components x, y, z for each atom (eV/Å):
-5.2 -6.9 -4.4
0.9 -0.5 -1.1
1.5 0.8 1.5
-1.7 2.2 -1.4
1.7 3.7 2.1
1.7 -0.8 -0.5
-0.6 0.7 -0.6
4.0 0.2 1.7
1.7 -1.2 -2.3
-0.1 1.5 0.6
-1.9 -2.0 -0.4
-2.4 -2.4 -0.5
-5.1 -2.8 2.1
1.4 -0.9 8.4
0.0 -2.2 4.7
-1.9 -0.5 0.4
-2.0 0.9 0.9
5.5 9.7 0.4
5.4 -9.9 -0.1
-8.1 -4.6 3.6
1.8 -2.1 1.3
-0.1 0.0 0.0
-3.8 -2.8 -0.4
-0.7 0.9 -0.7
-1.3 2.1 1.4
0.7 3.2 -7.9
-9.3 9.7 -1.6
0.4 -0.4 -0.7
-1.7 -2.4 2.8
8.6 3.8 -2.9
6.4 0.7 -3.5
0.9 2.8 -1.8
0.1 -1.3 0.7
2.0 0.5 -0.1
0.7 0.4 -0.1
0.5 0.0 -1.5

## Properties
Energy above the lowest of the compared OMol25 structures with the same formula, charge and spin in kJ/mol: 660.68
Multiplicity: 1
SMILES: O.O.O.O.O.O.O.O.O.O.O.O
Frontier orbital gap in eV: 10.528
E_HOMO in hartree: -0.3974

=====

ORCA calculation (wB97M-V/def2-TZVPD) on 12 unconnected molecules or ions with the total composition H24O12 at a distorted geometry.

Last column: Löwdin charge in e.
Geometry (Å):
H 2.603602 2.119031 0.375149  0.013
O -1.586412 -2.406797 -0.919068  -0.033
H -0.199872 -0.233090 -2.746797  0.058
O 0.172101 3.258987 1.113590  -0.032
H -3.433343 0.421610 0.199159  0.038
H 0.966319 -2.102549 -3.157790  0.066
H 2.489739 1.737632 1.835791  0.050
O 0.138607 0.302283 0.576855  -0.037
H -1.020143 -2.385788 -1.690514  0.015
H 0.386262 0.282414 -0.347537  -0.007
H 2.687282 -2.731212 2.507979  0.037
O 2.903368 1.472586 1.014268  -0.036
H -2.697196 0.104326 2.248738  0.015
H 3.348455 -1.172879 -1.060459  0.068
O 2.585660 -0.881029 -0.561257  -0.044
H 2.933997 -0.235668 0.053889  0.013
H -0.429350 3.724088 0.532070  0.040
O -2.286663 -1.238109 1.396917  -0.033
H -4.754047 1.151722 0.319804  0.095
O -3.847854 1.268542 0.034501  0.154
H 1.614781 3.142871 -2.312775  0.048
H -0.533662 1.203914 -2.406971  0.080
O 0.112354 0.517323 -2.241208  -0.035
O 0.752691 -2.340219 -2.255507  -0.030
H -1.747431 -3.337662 -0.764826  0.075
O -2.837859 0.922984 2.724398  0.337
H -2.107982 -1.947219 2.014538  0.101
O 1.976558 2.411357 -1.812541  -0.032
H 1.814256 -1.920029 1.574333  -0.011
H 1.292722 1.742049 -1.837517  -0.034
H -1.964542 1.183626 3.017015  0.133
O 1.772318 -2.559860 2.285025  -0.055
H -2.065771 -1.604333 0.540583  0.003
H -0.569064 -0.338153 0.649531  0.000
H 0.126715 2.347076 0.826203  -0.028
H 1.403402 -1.879825 -1.725571  0.009

Force components x, y, z for each atom (eV/Å):
-0.1 0.4 -0.5
-1.0 0.2 0.7
0.1 -0.4 -0.1
-0.1 0.2 0.4
0.3 -0.7 -0.2
0.2 -0.2 -0.4
-0.1 0.0 0.2
-0.3 0.4 0.7
0.9 0.1 -0.3
0.3 -0.2 -0.6
0.2 -0.1 0.1
0.3 -0.4 0.1
0.4 -2.3 -1.4
0.4 -0.1 -0.1
-0.3 -0.8 -0.5
-0.1 0.9 0.6
-0.1 0.3 -0.1
-0.5 0.8 1.1
-0.8 0.1 0.2
0.7 0.5 0.5
0.1 0.3 -0.1
-0.4 0.3 -0.1
-0.4 0.0 0.1
-0.6 -0.2 -0.6
-0.1 -0.4 0.0
-1.6 1.7 0.5
0.1 -0.3 0.4
0.3 0.3 0.4
0.1 0.3 -0.4
0.2 -0.4 -0.2
1.2 0.8 0.3
-0.4 -0.1 0.2
0.3 -0.5 -1.5
0.0 -0.2 0.1
0.1 -0.7 -0.1
0.4 0.4 0.8

## Properties
Energy above the lowest of the compared OMol25 structures with the same formula, charge and spin in kJ/mol: 75.65
Multiplicity: 2
Net charge: +1
Frontier orbital gap (alpha / beta) in eV: 10.305 / 3.102
⟨S²⟩: 0.76
E_HOMO (alpha / beta) in hartree: -0.4997 / -0.4997

=====

ORCA calculation (wB97M-V/def2-TZVPD) on 12 unconnected molecules or ions with the total composition H24O12 at a distorted geometry.

Last column: Löwdin charge in e.
Geometry (Å):
O -11.909334 -3.579993 20.517748  0.273
O -11.524385 -0.653784 21.402906  0.176
H -12.972387 -0.902547 15.386952  0.093
O -14.835298 1.441791 15.905690  -0.032
H -13.992718 1.021176 16.077068  -0.012
H -11.194174 -2.623597 16.911436  0.037
H -11.203665 2.100629 19.395870  0.063
H -13.832315 -1.267199 22.023361  -0.003
H -14.434416 3.250655 17.812538  0.022
H -12.177957 -3.378631 19.621353  0.055
O -11.141900 -3.245557 17.637156  -0.024
H -10.923939 2.030448 17.909698  0.062
H -10.243444 -3.574369 17.607159  0.084
H -14.371650 0.534812 21.475317  0.005
H -13.526818 2.247180 18.491647  -0.029
H -13.709308 -2.471881 17.123691  -0.019
H -14.671237 2.374175 16.046976  0.023
H -14.373820 -2.065997 20.856916  0.042
H -14.106973 1.352258 22.721753  0.094
H -12.811885 -3.690325 17.167514  -0.016
H -12.720643 -0.456781 18.304191  0.017
O -13.915534 0.506532 22.316385  -0.026
O -13.081195 -0.916493 19.062409  -0.038
O -11.636165 1.996640 18.548310  -0.027
O -12.800911 -0.807019 16.323811  -0.029
O -13.973189 -2.164281 21.720663  -0.002
H -16.246995 -0.427654 19.785002  0.094
O -13.729462 -3.423621 17.223756  -0.055
H -12.623305 -3.248612 21.062415  0.042
H -15.894884 0.965458 20.261622  0.078
H -12.200741 -0.140405 21.844749  0.034
H -13.907115 -0.468218 19.244421  0.023
H -11.846951 -0.835263 16.397288  0.056
H -11.866251 -0.791322 20.519480  0.015
O -15.566013 0.066760 20.241129  -0.024
O -14.225780 2.876745 18.668630  -0.050

Force components x, y, z for each atom (eV/Å):
1.5 -0.3 0.3
1.6 -0.9 0.3
-0.2 -0.1 -0.5
-0.2 -0.1 0.0
0.3 -0.2 0.1
0.0 0.0 -0.2
0.1 0.2 0.3
-0.2 0.3 0.6
-0.2 0.2 0.0
-0.2 0.3 -1.5
0.3 0.2 0.4
0.2 0.1 -0.2
0.4 -0.3 0.1
-0.5 -0.1 -0.4
0.4 0.0 -0.1
0.0 0.2 0.0
-0.1 0.2 -0.2
-0.4 0.0 -0.2
0.1 0.2 0.5
0.0 -0.3 0.0
0.0 0.2 -0.3
0.7 0.1 0.1
0.7 -0.4 0.6
0.0 -0.5 -0.2
0.1 0.2 0.1
0.3 -1.0 -0.3
-0.3 -0.3 -0.1
-0.7 -0.3 0.1
-1.3 0.9 1.4
-0.2 0.5 -0.3
-1.0 0.7 0.8
-0.7 0.4 0.1
0.4 0.3 -0.2
-0.6 -0.1 -1.4
0.3 -0.1 -0.2
-0.6 0.0 0.4

## Properties
Energy above the lowest of the compared OMol25 structures with the same formula, charge and spin in kJ/mol: 97.65
Multiplicity: 2
Net charge: +1
Frontier orbital gap (alpha / beta) in eV: 10.505 / 4.330
⟨S²⟩: 0.76
E_HOMO (alpha / beta) in hartree: -0.5096 / -0.5089

=====

ORCA calculation (wB97M-V/def2-TZVPD) on 12 unconnected molecules or ions with the total composition H24O12 at a distorted geometry.

Last column: Löwdin charge in e.
Geometry (Å):
H 2.647822 -0.663367 -1.193709  0.001
H -1.958948 0.146743 -1.792169  0.034
H -0.569868 2.403953 -1.987359  -0.037
O -0.128818 -0.102287 0.512101  -0.033
H -1.339808 2.224413 0.834321  0.010
H -1.180388 3.420103 -1.045759  -0.009
H 0.230132 1.760953 3.146851  0.061
H 3.968452 -1.144857 -1.755839  0.086
H 2.297982 -0.994607 1.831041  0.064
O 3.083492 -0.472207 1.668911  0.438
O -2.399048 -1.956767 -0.221949  -0.023
H 0.488052 -2.194977 -2.623279  0.031
O -1.401478 0.652613 -2.383399  -0.024
H -2.821638 -2.475487 0.462581  0.048
H -0.856318 -0.722727 0.466891  -0.001
O 0.867752 1.904973 2.447611  0.035
H -2.170368 -1.923487 3.409961  0.065
H -3.055558 -1.305617 -0.469409  0.052
O -2.066838 2.777233 0.547871  -0.036
H 0.093112 0.074343 -0.402109  0.014
H 1.227402 1.174673 -2.608209  0.059
H 0.821112 1.112163 1.913271  -0.019
H -1.974718 0.884493 -3.114049  0.081
O 1.036952 -2.302127 2.458161  -0.017
H -2.452258 3.106593 1.359781  0.056
O 1.716872 0.778473 -1.887319  -0.033
H 3.349282 -0.707977 0.780091  0.064
H 1.034382 -2.131217 3.399981  0.068
H -2.673598 -1.184257 2.188411  0.040
O -1.869888 -1.432477 2.645211  -0.034
O 0.267532 -1.693397 -3.408149  -0.036
O -0.538048 3.330653 -1.749779  -0.058
H 2.159252 1.514513 -1.464499  0.081
O 3.488112 -1.041357 -0.934379  -0.019
H 0.170052 -2.025047 2.161611  0.007
H 0.509842 -0.792647 -3.193279  -0.016

Force components x, y, z for each atom (eV/Å):
-0.5 0.3 -0.6
-0.1 -0.1 0.1
-0.4 -0.2 0.0
0.6 0.3 0.4
0.4 -0.2 0.1
-0.3 0.1 0.3
-0.2 0.0 0.4
0.4 -0.1 -0.1
-2.5 -1.7 0.9
1.0 1.7 1.8
0.4 0.4 0.0
0.0 -0.3 0.2
0.3 0.0 0.1
-0.1 -0.4 0.1
-0.5 -0.6 0.0
0.5 0.2 -0.1
-0.1 -0.2 0.4
-0.4 0.0 -0.2
-0.3 -0.2 -0.1
0.3 0.3 -0.6
-0.2 0.2 -0.3
-0.4 -0.4 -0.5
-0.2 0.1 -0.4
1.1 0.5 -0.3
-0.2 0.3 0.2
-0.1 -0.4 0.3
1.2 -0.6 -3.0
0.0 -0.1 0.5
-0.2 0.2 -0.1
0.4 0.0 0.0
0.0 -0.1 -0.2
0.8 0.3 -0.4
0.1 0.5 0.1
0.0 -0.2 1.2
-0.6 0.2 -0.2
-0.1 0.1 0.0

## Properties
Energy above the lowest of the compared OMol25 structures with the same formula, charge and spin in kJ/mol: 87.22
Multiplicity: 2
Net charge: +1
Frontier orbital gap (alpha / beta) in eV: 10.086 / 3.022
⟨S²⟩: 0.76
E_HOMO (alpha / beta) in hartree: -0.4875 / -0.4874